{
  "formula": "C2H5NOS",
  "method": "wB97M-V/def2-TZVPD",
  "symbols": ["C", "C", "H", "H", "H", "H", "H", "N", "O", "S"],
  "positions_angstrom": [[1.538, 0.781, 0.072], [-0.399, -1.104, 0.088], [0.781, 1.314, -0.612], [1.473, 1.138, 1.082], [2.589, 0.862, -0.279], [-0.614, -2.043, 0.532], [-3.021, 0.429, -0.541], [-1.119, -0.139, -0.286], [-2.506, -0.228, 0.081], [1.279, -1.009, -0.137]],
  "nbo_charge": [-0.74, -0.15, 0.25, 0.22, 0.22, 0.20, 0.48, -0.16, -0.58, 0.26],
  "lumo_energy_ev": 0.88,
  "homo_energy_ha": -0.3181,
  "smiles": "CS/C=N/O",
  "e_above_lowest_kcal_mol": 68.80,
  "total_charge": 0
}

***

{
  "formula": "C2H5NOS",
  "method": "wB97M-V/def2-TZVPD",
  "symbols": ["C", "C", "H", "H", "H", "H", "H", "N", "O", "S"],
  "positions_angstrom": [[1.078, -0.828, -0.629], [0.262, -0.352, 0.490], [1.654, -1.837, -0.506], [0.563, -0.809, -1.816], [1.749, 0.106, -0.667], [-0.447, 1.490, -0.811], [-3.182, 1.052, 1.049], [-0.851, 0.302, 0.079], [0.644, -0.475, 1.592], [-1.470, 1.350, 1.220]],
  "nbo_charge": [-0.71, 0.60, 0.26, 0.22, 0.24, 0.37, 0.12, -0.75, -0.53, 0.17],
  "lumo_energy_ev": -0.99,
  "homo_energy_ha": -0.3352,
  "e_above_lowest_kcal_mol": 130.52,
  "total_charge": 0
}

***

{
  "formula": "C2H5NOS2",
  "method": "wB97M-V/def2-TZVPD",
  "symbols": ["C", "C", "H", "H", "H", "H", "H", "N", "O", "S", "S"],
  "positions_angstrom": [[-1.832, -0.816, 0.855], [0.657, 0.055, -0.196], [-2.810, -0.202, 1.089], [-1.878, -1.405, -0.243], [-1.537, -1.572, 1.796], [1.108, 2.028, 0.009], [2.172, 0.454, -1.907], [1.560, 1.050, -0.192], [2.701, 0.953, -0.937], [-0.821, 0.624, 0.867], [0.681, -1.168, -1.142]],
  "nbo_charge": [-0.82, -0.13, 0.24, 0.27, 0.24, 0.39, 0.44, -0.30, -0.51, 0.20, -0.03],
  "lumo_energy_ev": 0.47,
  "homo_energy_ha": -0.3360,
  "smiles": "CSC(=S)NO",
  "e_above_lowest_kcal_mol": 87.95,
  "total_charge": 0
}

***

{
  "formula": "C2H5NS",
  "method": "wB97M-V/def2-TZVPD",
  "symbols": ["C", "C", "N", "S", "H", "H", "H", "H", "H"],
  "positions_angstrom": [[1.512, -0.013, -0.037], [-0.095, 0.230, 0.132], [-1.132, -0.567, 0.156], [-2.636, 0.167, -0.009], [1.881, -0.896, 0.633], [1.860, -0.144, -1.165], [-0.275, 1.304, -0.003], [2.053, 0.878, 0.258], [-3.169, -0.960, 0.035]],
  "nbo_charge": [-0.67, 0.11, -0.57, 0.21, 0.23, 0.24, 0.13, 0.22, 0.10],
  "lumo_energy_ev": 0.88,
  "homo_energy_ha": -0.3257,
  "smiles": "C/C=N/S",
  "e_above_lowest_kcal_mol": 42.93,
  "total_charge": 0
}

***

{
  "formula": "C2H5NS3",
  "method": "wB97M-V/def2-TZVPD",
  "symbols": ["C", "C", "H", "H", "H", "H", "H", "N", "S", "S", "S"],
  "positions_angstrom": [[-3.086, 0.000, 0.107], [-0.079, 0.088, -0.006], [-3.844, -0.731, 0.387], [-2.980, 0.779, 0.917], [-3.143, 0.529, -0.850], [0.857, -1.648, 0.307], [2.732, 0.481, 0.949], [1.015, -0.741, 0.257], [-1.477, -0.967, -0.122], [-0.010, 1.676, -0.040], [2.628, -0.381, -0.096]],
  "nbo_charge": [-0.70, -0.15, 0.24, 0.24, 0.24, 0.39, 0.12, -0.74, 0.22, -0.05, 0.20],
  "lumo_energy_ev": 0.47,
  "homo_energy_ha": -0.3212,
  "smiles": "CSC(=S)NS",
  "e_above_lowest_kcal_mol": 10.46,
  "total_charge": 0
}

***

{
  "formula": "C2H5NS3",
  "method": "wB97M-V/def2-TZVPD",
  "symbols": ["C", "C", "N", "S", "S", "S", "H", "H", "H", "H", "H"],
  "positions_angstrom": [[0.447, 0.058, -0.061], [-0.580, -0.069, 2.108], [-0.575, 0.067, 0.702], [1.883, -0.011, -0.659], [1.131, -0.319, -3.458], [-0.794, -0.396, -2.823], [0.218, -0.718, 2.575], [-0.294, 0.873, 2.666], [-1.513, -0.576, 2.471], [-1.403, 0.201, 0.236], [1.480, 0.890, -3.757]],
  "nbo_charge": [0.08, -0.45, -0.58, 0.30, -0.06, -0.49, 0.23, 0.22, 0.23, 0.43, 0.09],
  "lumo_energy_ev": [-0.62, -0.62],
  "homo_energy_ha": [-0.2660, -0.2659],
  "e_above_lowest_kcal_mol": 46.65,
  "total_charge": 0
}

***

{
  "formula": "C2H5NSi",
  "method": "wB97M-V/def2-TZVPD",
  "symbols": ["C", "C", "N", "Si", "H", "H", "H", "H", "H"],
  "positions_angstrom": [[-2.886, -0.067, 0.071], [0.484, 0.658, -0.102], [-3.881, 0.503, 0.006], [-1.050, -0.533, 0.048], [0.991, 0.546, -1.104], [1.341, 0.487, 0.541], [-0.927, -1.669, 0.959], [-0.896, -0.708, -1.389], [0.141, 1.684, 0.097]],
  "nbo_charge": [-0.12, -1.05, -0.29, 1.02, 0.25, 0.24, -0.14, -0.16, 0.25],
  "lumo_energy_ev": 0.22,
  "homo_energy_ha": -0.4051,
  "smiles": "C[SiH2]C#N",
  "e_above_lowest_kcal_mol": 6.60,
  "total_charge": 0
}

***

{
  "formula": "C2H5O2",
  "method": "wB97M-V/def2-TZVPD",
  "symbols": ["O", "H", "C", "C", "O", "H", "H", "H", "H"],
  "positions_angstrom": [[-0.213, 1.879, -1.737], [-1.008, 1.843, -2.278], [-0.344, 0.438, 0.827], [0.402, -0.538, 0.362], [0.402, -1.857, 0.879], [-0.467, 1.370, 0.253], [-1.195, 0.327, 1.495], [1.093, -0.430, -0.455], [-0.430, -2.237, 0.548]],
  "nbo_charge": [-1.36, 0.39, -0.49, 0.10, -0.75, 0.30, 0.16, 0.19, 0.46],
  "lumo_energy_ev": 3.86,
  "homo_energy_ha": -0.0840,
  "e_above_lowest_kcal_mol": 67.14,
  "total_charge": -1
}